[1]
C24H76N8O14 | ωB97M-V/def2-TZVPD

HOMO-LUMO gap: 0.263 Eh
HOMO: -7.748 eV
Max |F|: 14.3 eV/Å
Calculated total energy: -66689.7802 eV
Energy relative to the best compared isomer or geometry (same formula, charge and spin): 428.18 kcal per mole

Atoms and positions in Å:
C  7.709  -26.672  12.375
O  6.568  -26.112  12.847
H  7.610  -27.708  12.194
H  8.624  -26.442  12.908
H  7.884  -26.253  11.395
H  6.755  -25.156  12.928
C  3.658  -25.169  13.792
O  3.249  -24.082  14.632
H  4.375  -24.895  13.132
H  2.707  -25.387  13.295
H  4.012  -26.016  14.458
H  2.725  -23.520  14.074
C  2.867  -23.596  17.560
O  2.719  -24.080  18.864
H  1.827  -23.510  17.154
H  3.310  -24.271  16.927
H  3.271  -22.585  17.450
H  1.836  -24.210  19.080
C  4.630  -26.867  10.394
O  3.986  -28.069  10.011
H  4.085  -26.432  11.249
H  4.703  -26.185  9.497
H  5.558  -26.867  10.911
H  4.282  -28.453  9.202
C  4.738  -28.544  14.180
O  6.134  -28.642  14.306
H  4.280  -29.604  14.132
H  4.458  -27.879  13.368
H  4.358  -28.244  15.216
H  6.588  -27.899  13.905
C  6.575  -23.011  10.145
O  6.087  -21.774  10.595
N  7.508  -23.083  9.266
N  6.102  -24.163  10.490
H  8.002  -22.250  8.882
H  7.858  -23.865  8.798
H  5.202  -24.196  10.935
H  6.278  -25.050  9.974
C  0.998  -26.796  9.631
O  1.913  -27.098  8.662
N  -0.103  -27.475  9.922
N  1.237  -26.003  10.568
H  -0.454  -28.093  9.164
H  -0.895  -26.957  10.334
H  2.008  -25.348  10.432
H  0.631  -25.751  11.390
C  2.820  -22.912  11.304
O  3.511  -24.072  10.870
N  1.709  -22.972  12.007
N  3.377  -21.763  11.400
H  1.189  -23.826  12.161
H  1.117  -22.116  12.254
H  4.405  -21.725  11.206
H  2.946  -20.870  11.849
C  1.701  -28.589  11.909
O  2.012  -28.051  13.105
N  0.579  -29.230  11.790
N  2.229  -29.653  11.373
H  0.255  -28.597  10.962
H  0.072  -28.879  12.616
H  2.647  -29.013  10.627
H  3.212  -29.829  11.576
C  0.281  -22.402  15.457
C  -0.942  -21.838  14.633
C  -1.039  -20.324  14.815
O  -0.917  -22.032  13.414
H  0.136  -22.235  16.422
H  1.140  -21.942  15.019
H  0.320  -23.519  15.259
H  -1.816  -22.314  14.989
H  -1.984  -19.898  14.576
H  -0.303  -19.688  14.321
H  -1.037  -19.911  15.834
H  -0.838  -22.960  13.147
C  6.054  -22.854  13.836
C  7.514  -22.707  13.504
C  8.291  -22.318  14.755
O  8.063  -23.663  12.896
H  5.401  -23.002  12.988
H  5.719  -21.998  14.414
H  5.896  -23.757  14.375
H  7.554  -21.874  12.783
H  7.784  -21.450  15.174
H  9.376  -22.104  14.497
H  8.397  -23.031  15.538
H  7.752  -23.689  11.985
C  2.801  -27.186  17.284
C  1.663  -27.644  16.542
C  1.033  -26.488  15.767
O  1.962  -28.491  15.669
H  3.422  -26.568  16.585
H  3.472  -28.021  17.647
H  2.607  -26.569  18.172
H  0.872  -27.921  17.222
H  0.930  -25.546  16.292
H  -0.004  -26.713  15.454
H  1.597  -26.150  14.943
H  2.207  -28.036  14.860
C  6.212  -19.192  14.769
C  4.720  -19.065  15.071
C  3.862  -20.302  14.936
O  4.413  -18.522  16.181
H  6.841  -19.634  15.512
H  6.679  -18.229  14.647
H  6.315  -19.787  13.889
H  4.402  -18.280  14.395
H  2.789  -19.929  14.832
H  3.692  -21.037  15.841
H  4.039  -20.964  14.148
H  3.723  -17.925  16.072
C  8.459  -27.029  15.998
C  7.697  -25.850  16.453
C  6.173  -26.002  16.407
O  8.087  -25.456  17.580
H  9.489  -26.794  16.030
H  8.190  -27.245  14.956
H  8.174  -27.944  16.587
H  7.981  -25.047  15.852
H  5.987  -25.921  15.305
H  5.594  -25.151  16.729
H  5.788  -26.900  16.926
H  9.033  -25.410  17.530

[2]
CH3NO3S | ωB97M-V/def2-TZVPD

SMILES string: O=CN[SH](=O)=O
HOMO-LUMO gap: 0.401 Eh
HOMO: -10.670 eV
Max |F|: 3.6 eV/Å
Calculated total energy: -19551.5002 eV
Energy relative to the best compared isomer or geometry (same formula, charge and spin): 41.84 kcal per mole

Atoms and positions in Å:
O  -0.291  0.894  1.686
C  -0.469  0.846  0.485
N  0.290  0.139  -0.374
S  1.671  -0.713  0.239
O  1.741  -1.875  -0.555
O  2.755  0.188  0.375
H  -1.023  1.637  -0.109
H  0.076  0.265  -1.465
H  1.025  -1.014  1.598

[3]
ClNa3O4 | ωB97M-V/def2-TZVPD

HOMO-LUMO gap: 0.339 Eh
HOMO: -16.563 eV
Max |F|: 4.6 eV/Å
Charge: +2
Calculated total energy: -33941.7395 eV
Energy relative to the best compared isomer or geometry (same formula, charge and spin): 0.00 kcal per mole

Atoms and positions in Å:
Na  -5.995  1.588  12.720
Na  -8.996  -1.434  15.981
Na  -10.839  2.874  10.508
Cl  -9.494  -0.408  12.436
O  -8.185  -0.016  12.766
O  -10.201  0.819  12.106
O  -9.453  -1.242  11.300
O  -9.993  -0.973  13.650

[4]
H14O7 | ωB97M-V/def2-TZVPD

SMILES string: O.O.O.O.O.O.O
HOMO-LUMO gap: 0.392 Eh
HOMO: -10.541 eV
Max |F|: 4.2 eV/Å
Calculated total energy: -14558.3515 eV
Energy relative to the best compared isomer or geometry (same formula, charge and spin): 71.72 kcal per mole

Atoms and positions in Å:
O  0.435  -0.537  0.082
H  1.074  -0.096  -0.501
H  0.289  0.049  0.809
O  -1.333  1.246  0.382
H  -1.805  1.979  -0.035
H  -1.921  0.977  1.027
O  0.851  -1.181  -4.360
H  0.609  -0.450  -4.956
H  0.529  -0.966  -3.547
O  -0.530  -3.461  1.789
H  -0.730  -3.623  0.863
H  0.166  -4.091  1.946
O  -1.918  -1.032  -1.595
H  -2.402  -0.233  -1.831
H  -1.975  -1.620  -2.374
O  1.936  1.976  -0.053
H  1.742  2.750  0.448
H  1.128  1.573  0.035
O  0.709  2.709  3.875
H  1.069  2.461  3.000
H  1.025  3.523  4.153

[5]
C13H34Cl2N8O19 | ωB97M-V/def2-TZVPD

SMILES string: C[N+](=O)[O-].C[N+](=O)[O-].C[N+](=O)[O-].C[N+](=O)[O-].C[N+](=O)[O-].C[N+](=O)[O-].C[N+](=O)[O-].C[N+](=O)[O-].COC(=O)OC.ClCCCl
HOMO-LUMO gap: 0.358 Eh
HOMO: -10.376 eV
Max |F|: 3.0 eV/Å
Calculated total energy: -89877.2272 eV
Energy relative to the best compared isomer or geometry (same formula, charge and spin): 0.00 kcal per mole

Atoms and positions in Å:
C  -3.739  0.099  2.567
N  -4.782  0.783  3.396
O  -4.936  1.965  3.212
O  -5.274  0.115  4.288
H  -2.919  0.782  2.362
H  -4.204  -0.130  1.609
H  -3.367  -0.801  3.045
C  -0.287  0.026  0.796
N  -0.561  -1.285  0.088
O  0.253  -2.169  0.195
O  -1.726  -1.441  -0.251
H  -1.079  0.763  0.698
H  0.620  0.446  0.371
H  -0.290  -0.258  1.847
C  -0.222  -4.033  3.256
N  -1.687  -4.030  3.049
O  -2.273  -2.986  3.226
O  -2.242  -5.027  2.602
H  0.142  -4.797  3.935
H  -0.049  -3.052  3.701
H  0.388  -3.995  2.358
C  -1.181  -2.685  -3.763
N  -2.453  -3.395  -4.049
O  -3.049  -3.091  -5.062
O  -2.798  -4.280  -3.292
H  -1.323  -1.666  -4.106
H  -0.443  -3.290  -4.288
H  -0.949  -2.697  -2.701
C  0.372  2.727  -3.711
N  -0.469  1.654  -3.078
O  -0.899  0.733  -3.716
O  -0.600  1.801  -1.866
H  0.680  2.342  -4.680
H  1.216  2.902  -3.054
H  -0.293  3.576  -3.848
C  -1.854  4.543  -0.020
N  -1.550  3.617  1.097
O  -0.351  3.457  1.304
O  -2.424  3.077  1.730
H  -1.655  5.509  0.438
H  -2.905  4.373  -0.244
H  -1.252  4.268  -0.878
C  -4.690  -2.795  -1.399
N  -5.428  -4.069  -1.520
O  -6.495  -3.948  -2.093
O  -5.024  -5.071  -0.977
H  -3.641  -2.916  -1.130
H  -5.121  -2.161  -0.630
H  -4.635  -2.395  -2.408
C  3.826  -0.646  3.861
N  2.458  -0.130  3.764
O  2.393  1.092  3.578
O  1.512  -0.858  3.877
H  3.744  -1.717  3.693
H  4.246  -0.335  4.816
H  4.504  -0.201  3.138
C  4.352  7.110  -0.972
O  4.520  5.754  -0.587
C  3.899  4.764  -1.144
O  3.375  4.761  -2.244
O  4.002  3.707  -0.324
C  3.326  2.483  -0.590
H  3.291  7.353  -0.882
H  4.513  7.231  -2.045
H  5.012  7.712  -0.361
H  4.007  1.639  -0.550
H  2.832  2.524  -1.562
H  2.517  2.397  0.135
Cl  3.112  -4.329  1.273
C  3.177  -3.783  -0.439
C  4.187  -2.727  -0.738
Cl  3.862  -1.179  0.023
H  2.188  -3.369  -0.636
H  3.242  -4.677  -1.055
H  4.138  -2.609  -1.824
H  5.216  -3.063  -0.613

[6]
C9H11NO | ωB97M-V/def2-TZVPD

HOMO-LUMO gap: 0.354 Eh
HOMO: -9.064 eV
Max |F|: 8.6 eV/Å
Calculated total energy: -13045.1814 eV
Energy relative to the best compared isomer or geometry (same formula, charge and spin): 89.77 kcal per mole

Atoms and positions in Å:
C  -3.041  0.329  -0.645
C  -1.853  -1.191  0.776
C  -0.831  0.863  -0.080
C  0.670  0.394  0.045
C  1.051  -0.863  -0.256
C  2.425  -1.177  -0.281
C  3.446  -0.132  -0.118
C  2.948  1.119  0.173
C  1.635  1.426  0.123
H  -3.470  1.078  0.383
H  -3.638  -0.396  -0.877
H  -3.021  1.117  -1.517
H  -2.544  -1.005  1.595
H  -1.011  -1.334  1.210
H  -2.184  -2.210  0.446
H  0.310  -1.848  -0.590
H  2.893  -1.970  -0.624
H  4.435  -0.540  -0.240
H  3.579  2.026  0.208
H  1.069  2.520  0.351
N  -1.804  -0.198  -0.222
O  -1.063  1.992  0.140